ORCA calculation (wB97M-V/def2-TZVPD) on 15 unconnected molecules or ions with the total composition H29O15 in a non-equilibrium geometry.

Calculated values
Strongest force on any atom, Eh/bohr: 0.032
Energy above the lowest of the compared OMol25 structures with the same formula, charge and spin, kJ/mol: 63.3
Net charge: -1
E_tot, eV: -31185.56420
Kohn-Sham gap, eV: 9.453
HOMO energy, eV: -7.022

Cartesian coordinates (Å):
1 O -4.5872 1.2370 1.9908
2 H -3.9701 0.5796 2.3505
3 H 0.5196 2.2814 4.9868
4 O -1.6682 3.0960 -1.0272
5 H -1.1665 3.8889 -0.8385
6 H -1.3730 2.4485 -0.3755
7 O -0.1501 1.8356 5.5215
8 H 2.2506 1.2486 -0.3201
9 H -0.9104 1.9303 4.9329
10 O 4.7473 -1.1067 2.1782
11 H 5.1337 -0.4098 1.6511
12 H 3.8232 -1.2745 1.9633
13 O 2.1753 -2.4822 2.7994
14 H 1.9018 -1.6546 3.2151
15 H 1.7674 -2.3463 1.9497
16 O -2.2063 0.4684 -1.6823
17 H -1.8720 -0.3996 -1.9656
18 H -1.4718 0.8460 -1.0813
19 O 2.6618 3.4784 -1.0413
20 H 2.0456 4.2101 -1.1296
21 H 2.4095 3.0235 -0.2163
22 O -0.8319 0.9410 0.5025
23 H -1.4499 1.2961 1.1413
24 H -4.3001 1.3429 1.0764
25 O 1.8407 -3.2037 -4.3326
26 H 1.7277 -2.4400 -3.7608
27 H 1.8691 -3.9221 -3.6912
28 O 0.0372 -1.0281 -2.7266
29 H 0.3240 -0.2370 -2.2466
30 O -0.7204 1.2587 -3.6777
31 H -0.8443 2.0223 -4.2367
32 H -1.4626 1.0342 -3.0657
33 O -0.4735 -3.5423 -1.0299
34 H -0.9734 -3.7953 -0.2569
35 H -0.3913 -2.5712 -1.1052
36 O 0.1252 -1.2394 1.4763
37 H -0.3927 -1.6484 0.7753
38 H 0.2579 -0.2778 1.2581
39 O 1.6930 1.4076 0.4321
40 H 0.6942 1.3533 0.2779
41 H 0.3550 -0.7580 -3.5947
42 O -2.5659 -2.6114 1.1058
43 H -2.7234 -2.1437 0.2639
44 H -1.8546 -2.1364 1.5533

=====

ORCA calculation (wB97M-V/def2-TZVPD) on a gas-phase ion, C5H11N3 (charge +2) in a non-equilibrium geometry.

Calculated values
Strongest force on any atom, Eh/bohr: 0.158
Energy above the lowest of the compared OMol25 structures with the same formula, charge and spin, kJ/mol: 429.3
Net charge: +2
E_tot, eV: -9813.49384
Kohn-Sham gap, eV: 8.237
HOMO energy, eV: -18.796

Cartesian coordinates (Å):
1 C -0.0692 0.5048 0.1707
2 C -0.1176 -1.9443 0.4337
3 C 2.1899 0.7219 0.1659
4 C 1.7172 -0.6423 -0.3250
5 C -2.6325 0.2029 -0.2213
6 N 0.9349 1.3580 0.1505
7 N 0.4037 -0.8102 0.1547
8 N -1.4495 0.9305 0.1386
9 H 0.5871 -2.7441 0.2707
10 H -1.2229 -2.2019 0.7163
11 H 2.7299 0.7849 1.1088
12 H 2.8364 1.3831 -0.4186
13 H 1.6201 -0.6256 -1.3862
14 H 2.4286 -1.4712 -0.0246
15 H -2.5445 -0.5917 -1.0263
16 H -3.2204 0.8208 -0.9344
17 H -3.3612 0.0023 0.6555
18 H 0.9179 2.4372 -0.0029
19 H -1.7479 1.8849 0.3739

=====

ORCA calculation (wB97M-V/def2-TZVPD) on a single C23H34N6S molecule.

Calculated values
Strongest force on any atom, Eh/bohr: 0.015
Energy above the lowest of the compared OMol25 structures with the same formula, charge and spin, kJ/mol: 0.0
Net charge: 0
E_tot, eV: -44179.59283
Kohn-Sham gap, eV: 7.757
HOMO energy, eV: -7.383

Cartesian coordinates (Å):
1 C -6.6173 -3.8946 0.5374
2 H -6.5387 -4.9558 0.7594
3 H -7.0983 -3.7866 -0.4308
4 H -7.2405 -3.4222 1.2915
5 C -5.2293 -3.2646 0.5514
6 N -5.2907 -1.8127 0.5265
7 C -4.0341 -1.2047 0.9216
8 C -4.2031 0.3097 1.0188
9 N -4.6609 0.8455 -0.2463
10 C -4.2973 2.0508 -0.7343
11 N -3.0807 2.5725 -0.3934
12 C -1.8649 1.8942 -0.2196
13 C -0.8544 2.5027 0.4925
14 C 0.3818 1.8659 0.6740
15 C 0.5866 0.5774 0.1119
16 N 1.7366 -0.1034 0.2364
17 C 2.7381 0.4258 0.9150
18 N 3.8506 -0.3485 1.0727
19 C 3.9453 -1.5867 0.3272
20 H 2.9362 -1.9378 0.1189
21 C 4.7146 -1.3583 -0.9765
22 N 6.0334 -0.8453 -0.6566
23 C 6.9758 -0.8529 -1.7560
24 C 6.6500 0.0608 -2.9429
25 H 5.6959 -0.2098 -3.3884
26 H 7.4229 -0.0386 -3.7004
27 H 6.6083 1.1018 -2.6310
28 H 7.9504 -0.5725 -1.3445
29 H 7.0463 -1.8863 -2.1083
30 C 5.9280 0.4146 0.0489
31 H 6.9333 0.7819 0.2675
32 C 5.1647 0.1760 1.3582
33 H 5.1108 1.0967 1.9352
34 H 5.7020 -0.5741 1.9472
35 H 5.3883 1.1832 -0.5340
36 H 4.8266 -2.3034 -1.5112
37 H 4.1314 -0.6623 -1.6032
38 H 4.4817 -2.3130 0.9440
39 C 2.6210 1.7098 1.5212
40 C 1.4673 2.4290 1.4073
41 C 1.3391 3.7778 2.0448
42 H 1.1299 4.5363 1.2915
43 H 0.5222 3.7817 2.7652
44 H 2.2573 4.0468 2.5613
45 H 3.4406 2.1220 2.0884
46 C -0.4546 -0.0102 -0.6377
47 C -1.6464 0.6329 -0.8068
48 H -2.4281 0.1974 -1.4104
49 H -0.2707 -0.9739 -1.0865
50 H -1.0249 3.4828 0.9122
51 H -3.0041 3.5578 -0.6102
52 S -5.2844 2.9630 -1.7062
53 C -5.8950 0.2238 -0.6703
54 C -5.6932 -1.2849 -0.7644
55 H -6.6366 -1.7433 -1.0596
56 H -4.9383 -1.5065 -1.5421
57 H -6.1818 0.6343 -1.6393
58 H -6.6905 0.4395 0.0538
59 H -3.2643 0.7717 1.3190
60 H -4.9655 0.5241 1.7808
61 H -3.7498 -1.5888 1.9041
62 H -3.2211 -1.4403 0.2119
63 H -4.6289 -3.6594 -0.2879
64 H -4.7284 -3.5487 1.4807

=====

ORCA calculation (wB97M-V/def2-TZVPD) on 8 unconnected molecules or ions with the total composition C40H50B3N7O5Si.

Calculated values
Strongest force on any atom, Eh/bohr: 0.016
Net charge: 0
E_tot, eV: -72875.37877
Kohn-Sham gap, eV: 9.704
HOMO energy, eV: -9.288

Cartesian coordinates (Å):
1 C 2.7025 -4.3780 -4.7192
2 Si 3.5990 -3.9670 -3.1417
3 C 2.4437 -4.2190 -1.6916
4 C 5.1230 -5.0459 -2.9988
5 O 3.9862 -2.3619 -3.2838
6 C 4.9509 -1.7584 -2.4293
7 C 5.4657 -0.4787 -3.0899
8 B 4.6458 0.7830 -2.6854
9 O 3.8958 0.8178 -1.5259
10 B 3.2464 2.0141 -1.2729
11 O 2.5905 2.5989 -2.3343
12 B 3.2358 2.3893 -3.5351
13 O 2.5783 2.5703 -4.7067
14 O 4.5479 1.9183 -3.4909
15 H 1.9996 -3.5751 -4.9494
16 H 2.1503 -5.3137 -4.6307
17 H 3.4025 -4.4467 -5.5532
18 H 2.5391 -3.4120 -0.9625
19 H 1.4144 -4.2032 -2.0554
20 H 2.6052 -5.1680 -1.1802
21 H 4.9844 -5.9034 -3.6610
22 H 5.2833 -5.4357 -1.9939
23 H 6.0308 -4.5373 -3.3263
24 H 4.4658 -1.5151 -1.4797
25 H 5.7741 -2.4449 -2.2139
26 H 5.3567 -0.5963 -4.1710
27 H 6.5332 -0.3416 -2.9014
28 H 3.3116 2.5607 -0.2296
29 H 3.1964 2.4823 -5.4441
30 N 1.6411 -2.4276 2.0488
31 C 2.2191 -1.7210 1.0802
32 C 1.5201 -0.8839 0.2231
33 C 0.1475 -0.7766 0.3787
34 C -0.4689 -1.5097 1.3799
35 C 0.3212 -2.3156 2.1862
36 H 3.2961 -1.8280 0.9894
37 H 2.0463 -0.3409 -0.5471
38 H -0.4369 -0.1356 -0.2692
39 H -1.5389 -1.4630 1.5271
40 H -0.1259 -2.9044 2.9802
41 N -3.1533 -1.5714 -1.3301
42 C -2.6038 -0.8853 -2.3290
43 C -3.3191 -0.0605 -3.1844
44 C -4.6869 0.0545 -2.9928
45 C -5.2733 -0.6564 -1.9586
46 C -4.4705 -1.4543 -1.1541
47 H -1.5314 -1.0045 -2.4497
48 H -2.8130 0.4753 -3.9761
49 H -5.2837 0.6868 -3.6381
50 H -6.3372 -0.5990 -1.7698
51 H -4.9037 -2.0166 -0.3346
52 N 1.8024 3.3020 1.7263
53 C 0.9793 2.4795 2.3735
54 C 0.0119 2.9117 3.2706
55 C -0.0998 4.2719 3.5083
56 C 0.7511 5.1397 2.8432
57 C 1.6813 4.6047 1.9648
58 H 1.0990 1.4215 2.1631
59 H -0.6374 2.2017 3.7654
60 H -0.8390 4.6501 4.2025
61 H 0.6986 6.2089 2.9981
62 H 2.3622 5.2532 1.4232
63 N -0.3481 4.3397 -9.2962
64 C -1.5600 4.3362 -8.7480
65 C -1.7914 4.1133 -7.3980
66 C -0.7048 3.8790 -6.5712
67 C 0.5636 3.8786 -7.1283
68 C 0.6863 4.1143 -8.4899
69 H -2.3881 4.5212 -9.4236
70 H -2.8010 4.1246 -7.0098
71 H -0.8382 3.6996 -5.5120
72 H 1.4341 3.7001 -6.5143
73 H 1.6640 4.1234 -8.9601
74 N 5.3948 -2.4835 3.9476
75 C 4.1196 -2.6964 4.2751
76 C 3.6955 -2.8788 5.5852
77 C 4.6334 -2.8423 6.6031
78 C 5.9612 -2.6228 6.2718
79 C 6.2862 -2.4492 4.9344
80 H 3.4022 -2.7197 3.4607
81 H 2.6471 -3.0457 5.7938
82 H 4.3376 -2.9817 7.6352
83 H 6.7316 -2.5858 7.0301
84 H 7.3156 -2.2731 4.6402
85 N -6.3532 -2.1523 1.4412
86 C -5.9622 -1.1714 2.2512
87 C -6.7600 -0.6484 3.2586
88 C -8.0331 -1.1675 3.4295
89 C -8.4540 -2.1854 2.5897
90 C -7.5782 -2.6421 1.6165
91 H -4.9610 -0.7863 2.0851
92 H -6.3908 0.1465 3.8924
93 H -8.6860 -0.7849 4.2035
94 H -9.4391 -2.6215 2.6843
95 H -7.8713 -3.4417 0.9450
96 N -3.6978 2.4737 4.8634
97 C -4.5047 1.7000 5.5853
98 C -5.4206 2.1893 6.5051
99 C -5.5029 3.5600 6.6906
100 C -4.6678 4.3784 5.9483
101 C -3.7891 3.7876 5.0520
102 H -4.4113 0.6316 5.4197
103 H -6.0507 1.5084 7.0612
104 H -6.2029 3.9813 7.4003
105 H -4.6927 5.4539 6.0581
106 H -3.1257 4.4005 4.4519

=====

ORCA calculation (wB97M-V/def2-TZVPD) on 2 unconnected molecules or ions with the total composition C4H12N2O2S in a non-equilibrium geometry.

Calculated values
Strongest force on any atom, Eh/bohr: 0.052
Energy above the lowest of the compared OMol25 structures with the same formula, charge and spin, kJ/mol: 168.6
Net charge: 0
E_tot, eV: -22252.02752
Kohn-Sham gap, eV: 9.296
HOMO energy, eV: -8.589

Cartesian coordinates (Å):
1 C -0.4425 1.6322 -1.0144
2 N 0.3714 0.6254 -1.6475
3 C 0.8194 -0.4203 -0.7213
4 C 1.9655 0.0433 0.2663
5 S 3.1232 -1.3464 0.5421
6 C -0.4271 -0.9189 0.1027
7 N -1.4754 -1.4825 -0.5812
8 O -0.2540 -0.7378 1.3003
9 H -1.5649 1.3945 -1.0337
10 H -0.2974 2.5177 -1.5929
11 H -0.3782 1.6913 0.0797
12 H 1.1967 0.9620 -2.1345
13 H 1.1272 -1.2294 -1.3890
14 H 2.5435 0.9547 0.0012
15 H 1.5181 0.4078 1.2186
16 H 2.1905 -2.3396 0.7565
17 H -2.3646 -1.5388 -0.0985
18 H -1.6066 -1.4282 -1.5826
19 H -1.2671 0.1866 2.8122
20 H -2.6277 0.9242 2.2679
21 O -2.1498 0.1020 2.4483

=====

ORCA calculation (wB97M-V/def2-TZVPD) on a molecular structure, C22H47BrClF3O10S2 in a non-equilibrium geometry.

Calculated values
Strongest force on any atom, Eh/bohr: 0.020
Net charge: 0
E_tot, eV: -156435.40380
Kohn-Sham gap, eV: 9.886
HOMO energy, eV: -9.551

Cartesian coordinates (Å):
1 C 4.9839 -2.4120 0.2637
2 C 3.5792 -2.8088 0.7441
3 Br 3.4172 -4.7597 0.7424
4 C 3.3101 -2.2850 2.1648
5 C 1.8267 -2.1776 2.5484
6 Cl 1.6370 -2.7721 4.2507
7 O 1.0272 -2.9749 1.6848
8 S -0.4064 -2.3277 1.4526
9 O -0.8589 -2.6578 0.1590
10 O -1.2136 -2.4729 2.6095
11 O 0.1848 -0.8322 1.4208
12 C 1.1083 -0.7699 2.4954
13 S 2.0246 0.7683 2.5168
14 O 1.0591 1.7988 2.7540
15 O 3.1530 0.6193 3.3818
16 C 2.6439 1.0642 0.7860
17 F 3.0317 2.3074 0.7420
18 F 3.6697 0.2765 0.5158
19 F 1.6982 0.8587 -0.0888
20 H 4.9398 -1.5305 -0.3810
21 H 5.6176 -2.1726 1.1280
22 H 5.4800 -3.2335 -0.2570
23 H 2.8156 -2.4654 0.0435
24 H 3.8017 -1.3181 2.2847
25 H 3.7930 -2.9687 2.8688
26 H 0.5470 -0.6577 3.4360
27 C -1.3941 2.6171 0.4204
28 C -0.3583 3.7063 0.2035
29 O -0.7867 4.7712 -0.6266
30 C -1.9185 5.4915 -0.1692
31 C -1.7336 6.1030 1.2084
32 H -1.7151 2.1966 -0.5343
33 H -0.9717 1.8207 1.0321
34 H -2.2809 2.9917 0.9339
35 H 0.5107 3.2868 -0.3043
36 H -0.0020 4.0922 1.1655
37 H -2.8144 4.8596 -0.1866
38 H -2.0733 6.2757 -0.9104
39 H -1.5866 5.3349 1.9676
40 H -2.6100 6.6877 1.4892
41 H -0.8608 6.7576 1.2206
42 C -0.5838 -3.6954 -3.9118
43 C 0.4994 -3.1637 -2.9916
44 O 1.8070 -3.1923 -3.5443
45 C 1.9959 -2.4400 -4.7275
46 C 1.7145 -0.9543 -4.5751
47 H -0.3626 -4.7202 -4.2128
48 H -1.5471 -3.6878 -3.4031
49 H -0.6860 -3.0974 -4.8187
50 H 0.5554 -3.7850 -2.0977
51 H 0.2503 -2.1514 -2.6522
52 H 1.4010 -2.8563 -5.5487
53 H 3.0435 -2.5887 -4.9913
54 H 0.6718 -0.7576 -4.3236
55 H 1.9332 -0.4369 -5.5099
56 H 2.3373 -0.5262 -3.7875
57 C -4.6407 -6.8009 -6.3248
58 C -3.5446 -6.6054 -5.2911
59 O -3.5868 -5.3550 -4.6292
60 C -4.7659 -5.0716 -3.8984
61 C -5.0626 -6.0616 -2.7850
62 H -4.6054 -6.0082 -7.0734
63 H -4.5108 -7.7603 -6.8264
64 H -5.6347 -6.7945 -5.8756
65 H -2.5709 -6.6299 -5.7813
66 H -3.5539 -7.4271 -4.5655
67 H -5.6262 -4.9853 -4.5724
68 H -4.6001 -4.0816 -3.4724
69 H -5.2480 -7.0664 -3.1666
70 H -5.9508 -5.7467 -2.2362
71 H -4.2246 -6.1153 -2.0886
72 C 1.1779 7.5208 7.1067
73 C 0.1453 7.6076 5.9954
74 O 0.6920 7.5799 4.6902
75 C 1.4322 6.4216 4.3483
76 C 0.6390 5.1289 4.4215
77 H 1.9051 8.3287 7.0161
78 H 0.6864 7.6009 8.0768
79 H 1.7219 6.5756 7.0887
80 H -0.3810 8.5603 6.0586
81 H -0.6093 6.8213 6.1149
82 H 2.3381 6.3482 4.9616
83 H 1.7611 6.5920 3.3227
84 H 0.2970 4.9106 5.4342
85 H 1.2546 4.2908 4.0925
86 H -0.2395 5.1873 3.7780